Computed, not measured: a molecular structure, C32H57N2O2P2Pd in a non-equilibrium geometry, with ωB97M-V/def2-TZVPD.

Computed properties:
Multiplicity: 5
Net charge: +3
LUMO energy (spin up / spin down) in eV: -8.30 / -13.33
Expectation value of S²: 6.0455
Maximum force in eV/A: 7.04
Electronic energy in hartree: -2323.03738

The geometry in XYZ format:
```
96
C32H57N2O2P2Pd | OMol25 | ωB97M-V/def2-TZVPD
C -0.53412 -2.54433 -1.36982
C 1.69598 -2.56884 -0.54543
C -0.30392 -3.71218 -2.10423
C 1.88789 -3.85332 -1.12927
C 0.90287 -4.39635 -1.93102
H -1.09124 -4.06484 -2.76614
H 2.85326 -4.32994 -0.96749
H 1.05643 -5.35141 -2.42966
N 0.43476 -2.00349 -0.62272
P -2.25384 -0.82460 0.09686
P 2.48545 -0.08733 0.37027
C -1.87636 -1.81030 -1.43746
H -1.83765 -1.08835 -2.26760
H -2.67322 -2.52620 -1.66910
C 0.03251 1.36566 1.49336
O 0.11590 2.45123 1.88225
C 2.72574 -1.81034 0.03882
H 3.68426 -2.29963 0.19920
C 3.25769 0.82157 -1.11603
C 3.54229 0.24361 1.90372
C -3.60430 0.45721 -0.35908
C -3.00370 -2.16890 1.21317
C 2.79545 2.28567 -1.11767
H 3.02715 2.80043 -0.17790
H 3.32233 2.81553 -1.92810
H 1.71758 2.36247 -1.30167
C 4.79186 0.76239 -1.09394
H 5.23843 1.33326 -0.27267
H 5.16351 -0.26989 -1.07057
H 5.15101 1.21903 -2.02990
C 2.78776 0.13660 -2.40594
H 3.28430 0.61390 -3.26733
H 3.05229 -0.92799 -2.41352
H 1.70548 0.23736 -2.54146
C 3.78677 1.75368 2.07426
H 2.84646 2.32079 2.07554
H 4.27132 1.90775 3.05079
H 4.45771 2.16588 1.31185
C 2.73694 -0.25681 3.10467
H 1.78541 0.27616 3.17961
H 2.52803 -1.33278 3.04039
H 3.30093 -0.07078 4.03120
C 4.87648 -0.51058 1.90324
H 5.54310 -0.21834 1.08781
H 5.38654 -0.26687 2.84778
H 4.72739 -1.59402 1.87060
C -3.45668 -1.55111 2.54462
H -3.91809 -2.35006 3.14703
H -2.60419 -1.13773 3.09787
H -4.19887 -0.75444 2.43476
C -1.89549 -3.18173 1.53797
H -1.55865 -3.72341 0.64655
H -1.03418 -2.68498 2.00538
H -2.29365 -3.92099 2.25079
C -4.17570 -2.92911 0.55415
H -4.29471 -3.88895 1.08059
H -5.13083 -2.40015 0.64866
H -4.00786 -3.16782 -0.50238
C -3.65301 0.68541 -1.87457
H -3.96619 -0.21681 -2.41807
H -4.39766 1.47063 -2.08415
H -2.69011 1.02877 -2.26282
C -3.18821 1.76407 0.33537
H -2.23941 2.14025 -0.06902
H -3.96493 2.52286 0.15393
H -3.08853 1.63575 1.42226
C -5.03771 0.09594 0.05914
H -5.41243 -0.78050 -0.48348
H -5.15946 -0.04921 1.13644
H -5.68570 0.94372 -0.21726
Pd 0.08327 -0.25721 0.46744
N -0.39091 1.22186 -1.80522
C -0.38495 1.88510 -2.76618
C -0.38162 2.77027 -3.96652
C 0.77310 2.33829 -4.87162
C -1.71840 2.61796 -4.69621
C -0.18840 4.20846 -3.48098
H 1.73200 2.45423 -4.34571
H 0.64767 1.28585 -5.16505
H 0.81304 2.94383 -5.78692
H -2.54321 2.96021 -4.05724
H -1.73367 3.21544 -5.61685
H -1.88621 1.56721 -4.97097
H -0.19467 4.91640 -4.31990
H -0.99860 4.48536 -2.79100
H 0.77332 4.30631 -2.95778
C -0.12954 -1.26880 5.08095
C -0.44075 0.09786 4.55731
C -0.44328 1.22397 5.54657
O -0.64021 0.32405 3.33805
H -0.95157 -1.64344 5.70953
H 0.76866 -1.24026 5.71607
H 0.03082 -1.96634 4.25035
H 0.43701 1.86031 5.36717
H -1.34181 1.83380 5.40134
H -0.41966 0.86711 6.57990
```

Taken from the Löwdin analysis, the atomic charges in e are: atom 1 (C): -0.303, atom 2 (C): -0.312, atom 3 (C): 0.037, atom 4 (C): 0.047, atom 5 (C): 0.016, atom 6 (H): 0.141, atom 7 (H): 0.141, atom 8 (H): 0.142, atom 9 (N): -0.028, atom 10 (P): 1.194, atom 11 (P): 1.137, atom 12 (C): -0.225, atom 13 (H): 0.085, atom 14 (H): 0.099, atom 15 (C): -0.226, atom 16 (O): 0.174, atom 17 (C): -0.129, atom 18 (H): 0.107, atom 19 (C): -0.637, atom 20 (C): -0.654, atom 21 (C): -0.635, atom 22 (C): -0.645, atom 23 (C): -0.074, atom 24 (H): 0.073, atom 25 (H): 0.112, atom 26 (H): 0.045, atom 27 (C): -0.058, atom 28 (H): 0.077, atom 29 (H): 0.097, atom 30 (H): 0.118, atom 31 (C): -0.085, atom 32 (H): 0.109, atom 33 (H): 0.085, atom 34 (H): 0.046, atom 35 (C): -0.063, atom 36 (H): 0.078, atom 37 (H): 0.115, atom 38 (H): 0.077, atom 39 (C): -0.094, atom 40 (H): 0.043, atom 41 (H): 0.095, atom 42 (H): 0.117, atom 43 (C): -0.054, atom 44 (H): 0.074, atom 45 (H): 0.121, atom 46 (H): 0.085, atom 47 (C): -0.065, atom 48 (H): 0.118, atom 49 (H): 0.063, atom 50 (H): 0.068, atom 51 (C): -0.084, atom 52 (H): 0.081, atom 53 (H): 0.063, atom 54 (H): 0.115, atom 55 (C): -0.043, atom 56 (H): 0.117, atom 57 (H): 0.082, atom 58 (H): 0.078, atom 59 (C): -0.090, atom 60 (H): 0.099, atom 61 (H): 0.117, atom 62 (H): 0.033, atom 63 (C): -0.091, atom 64 (H): 0.054, atom 65 (H): 0.112, atom 66 (H): 0.089, atom 67 (C): -0.061, atom 68 (H): 0.090, atom 69 (H): 0.073, atom 70 (H): 0.119, atom 71 (Pd): 0.771, atom 72 (N): 0.187, atom 73 (C): -0.113, atom 74 (C): -0.585, atom 75 (C): -0.028, atom 76 (C): -0.029, atom 77 (C): -0.021, atom 78 (H): 0.081, atom 79 (H): 0.101, atom 80 (H): 0.114, atom 81 (H): 0.093, atom 82 (H): 0.113, atom 83 (H): 0.098, atom 84 (H): 0.115, atom 85 (H): 0.101, atom 86 (H): 0.090, atom 87 (C): -0.001, atom 88 (C): -0.430, atom 89 (C): 0.018, atom 90 (O): -0.102, atom 91 (H): 0.118, atom 92 (H): 0.112, atom 93 (H): 0.075, atom 94 (H): 0.111, atom 95 (H): 0.109, atom 96 (H): 0.101

---

Computed, not measured: a molecular structure, C32H58BFeN7P2 in a non-equilibrium geometry, with ωB97M-V/def2-TZVPD.

Computed properties:
Multiplicity: 6
ΔE to the lowest compared entry with this formula, charge and spin in kcal/mol: 62.6
Net charge: +1
LUMO energy (spin up / spin down) in eV: -2.45 / -4.35
Expectation value of S²: 8.7671
Maximum force in eV/A: 1.16
Electronic energy in hartree: -3608.47096

The geometry in XYZ format:
```
101
C32H58BFeN7P2 | OMol25 | ωB97M-V/def2-TZVPD
Fe 0.57539 -0.87631 -0.93514
C -4.71905 0.18263 -1.23255
C -4.15965 -0.14861 0.15686
C -3.69254 1.16012 0.81431
C -5.26494 -0.76994 1.02265
P -2.61885 -1.21445 -0.03290
C -2.26369 -1.55739 1.76370
N -0.88412 -1.25698 2.13290
B 0.27615 -1.46754 1.36885
N 1.40071 -1.07128 2.14087
C 2.79904 -1.13498 1.74670
P 2.97155 -0.50771 0.02479
C 4.37549 -1.53428 -0.65512
C 3.79902 -2.94617 -0.87034
C 5.58543 -1.62872 0.27846
C 4.78625 -0.98235 -2.02772
C 3.48021 1.28369 0.23915
C 4.95859 1.47494 0.56770
C 2.65733 1.88747 1.38649
C 3.13693 2.00192 -1.07912
C 0.90871 -0.53665 3.35140
C 1.57231 0.02452 4.43157
C 0.81066 0.51065 5.48845
C -0.57916 0.42753 5.46684
C -1.24541 -0.15648 4.39655
C -0.48916 -0.63289 3.33538
C -3.08353 -2.88070 -0.77973
C -2.10186 -3.93620 -0.24929
C -2.87639 -2.71713 -2.29631
C -4.51201 -3.36460 -0.52733
H -5.62001 0.79576 -1.12346
H -4.99723 -0.71180 -1.79398
H -3.99739 0.74675 -1.82749
H -4.53517 1.86107 0.84540
H -2.87768 1.62605 0.26583
H -3.35239 1.01255 1.84674
H -5.92505 0.03597 1.36141
H -4.88640 -1.27746 1.91456
H -5.87548 -1.47750 0.46443
H -2.48090 -2.60188 1.96051
H -2.92556 -0.96242 2.38323
H 3.14352 -2.16324 1.76985
H 3.42585 -0.55322 2.41450
H 3.50996 -3.43297 0.06681
H 4.56311 -3.57091 -1.34091
H 2.93495 -2.92391 -1.52925
H 5.31240 -1.83594 1.31754
H 6.20207 -0.73299 0.25516
H 6.20617 -2.46303 -0.06445
H 3.92639 -0.89106 -2.69986
H 5.49566 -1.67443 -2.49127
H 5.27699 -0.01036 -1.95614
H 5.26848 0.88602 1.43347
H 5.11387 2.52879 0.81485
H 5.61286 1.23674 -0.27073
H 2.95544 1.48333 2.35813
H 1.58520 1.75469 1.26308
H 2.85229 2.96611 1.41188
H 3.69201 1.59417 -1.92913
H 3.39001 3.06507 -0.99651
H 2.06956 1.93171 -1.29502
H 2.65501 0.08811 4.46492
H 1.30714 0.94330 6.34937
H -1.15006 0.81506 6.30441
H -2.32670 -0.24464 4.41047
H -1.07553 -3.56681 -0.21750
H -2.12320 -4.81574 -0.90121
H -2.36369 -4.27545 0.75469
H -1.83865 -2.51508 -2.53908
H -3.48623 -1.90406 -2.70515
H -3.16517 -3.64039 -2.81067
H -4.74194 -3.43849 0.53814
H -4.61619 -4.36598 -0.96060
H -5.25717 -2.72706 -1.00698
C -0.81010 4.86639 0.34062
C 0.26767 4.52686 -0.69105
N -0.12076 3.58873 -1.76626
C -0.45878 4.17335 -3.06948
C -1.86688 4.75716 -3.12053
C -0.28724 2.27123 -1.50186
C -0.51294 1.36984 -2.70149
N -0.17473 1.84649 -0.27519
H -0.42954 5.63650 1.01935
H -1.07469 3.99006 0.92605
H -1.71166 5.25782 -0.14400
H 1.13832 4.10374 -0.18525
H 0.57884 5.44216 -1.19256
H -0.34930 3.42307 -3.84737
H 0.27090 4.95461 -3.28217
H -2.60800 4.00264 -2.83615
H -2.09476 5.10340 -4.13109
H -1.96637 5.60672 -2.44152
H 0.22750 1.55590 -3.48051
H -1.50313 1.50175 -3.13717
H -0.43528 0.33071 -2.41260
H -0.37335 0.86351 -0.18731
N -0.12589 -6.67683 -0.50634
C 0.16122 -5.81199 -1.21939
N 0.47853 -4.84565 -2.08492
C 0.57933 -3.62519 -1.98704
N 0.71650 -2.43954 -2.02287
```

Atom charges from the Löwdin analysis, given in e for atoms 1 to 99: atom 1 (Fe): 0.730, atom 2 (C): -0.091, atom 3 (C): -0.695, atom 4 (C): -0.098, atom 5 (C): -0.081, atom 6 (P): 1.158, atom 7 (C): -0.264, atom 8 (N): 0.009, atom 9 (B): -0.392, atom 10 (N): -0.008, atom 11 (C): -0.262, atom 12 (P): 1.122, atom 13 (C): -0.684, atom 14 (C): -0.098, atom 15 (C): -0.073, atom 16 (C): -0.084, atom 17 (C): -0.669, atom 18 (C): -0.080, atom 19 (C): -0.087, atom 20 (C): -0.092, atom 21 (C): -0.159, atom 22 (C): -0.016, atom 23 (C): -0.079, atom 24 (C): -0.080, atom 25 (C): -0.006, atom 26 (C): -0.148, atom 27 (C): -0.684, atom 28 (C): -0.110, atom 29 (C): -0.101, atom 30 (C): -0.083, atom 31 (H): 0.096, atom 32 (H): 0.061, atom 33 (H): 0.073, atom 34 (H): 0.095, atom 35 (H): 0.054, atom 36 (H): 0.077, atom 37 (H): 0.095, atom 38 (H): 0.077, atom 39 (H): 0.065, atom 40 (H): 0.093, atom 41 (H): 0.062, atom 42 (H): 0.091, atom 43 (H): 0.089, atom 44 (H): 0.086, atom 45 (H): 0.099, atom 46 (H): 0.033, atom 47 (H): 0.081, atom 48 (H): 0.065, atom 49 (H): 0.098, atom 50 (H): 0.085, atom 51 (H): 0.098, atom 52 (H): 0.065, atom 53 (H): 0.083, atom 54 (H): 0.098, atom 55 (H): 0.071, atom 56 (H): 0.069, atom 57 (H): 0.055, atom 58 (H): 0.097, atom 59 (H): 0.072, atom 60 (H): 0.098, atom 61 (H): 0.035, atom 62 (H): 0.111, atom 63 (H): 0.108, atom 64 (H): 0.109, atom 65 (H): 0.111, atom 66 (H): 0.036, atom 67 (H): 0.082, atom 68 (H): 0.089, atom 69 (H): 0.040, atom 70 (H): 0.067, atom 71 (H): 0.098, atom 72 (H): 0.085, atom 73 (H): 0.099, atom 74 (H): 0.068, atom 75 (C): -0.067, atom 76 (C): -0.189, atom 77 (N): -0.075, atom 78 (C): -0.206, atom 79 (C): -0.061, atom 80 (C): -0.450, atom 81 (C): 0.000, atom 82 (N): 0.130, atom 83 (H): 0.081, atom 84 (H): 0.057, atom 85 (H): 0.067, atom 86 (H): 0.095, atom 87 (H): 0.118, atom 88 (H): 0.098, atom 89 (H): 0.122, atom 90 (H): 0.077, atom 91 (H): 0.083, atom 92 (H): 0.070, atom 93 (H): 0.097, atom 94 (H): 0.098, atom 95 (H): 0.013, atom 96 (H): -0.061, atom 97 (N): 0.148, atom 98 (C): -0.346, atom 99 (N): 0.146